{
  "formula": "C41H49F7N10O3S",
  "method": "ωB97M-V/def2-TZVPD",
  "symbols": ["H", "N", "C", "N", "N", "C", "C", "C", "C", "N", "C", "C", "O", "C", "S", "O", "O", "C", "F", "F", "C", "F", "F", "C", "F", "F", "F", "H", "H", "H", "H", "H", "H", "H", "H", "H", "H", "H", "H", "H", "H", "H", "H", "H", "H", "C", "C", "C", "N", "C", "C", "H", "H", "H", "H", "H", "C", "C", "C", "N", "C", "C", "H", "H", "H", "H", "H", "C", "C", "C", "N", "C", "C", "H", "H", "H", "H", "H", "C", "C", "C", "N", "C", "C", "H", "H", "H", "H", "H", "C", "C", "C", "N", "C", "C", "H", "H", "H", "H", "H", "C", "C", "C", "N", "C", "C", "H", "H", "H", "H", "H"],
  "positions_angstrom": [[-8.4944, 2.8724, -0.9026], [-8.7031, 1.9002, -0.5814], [-7.6377, 1.0466, -0.8510], [-7.7398, -0.4542, -0.5137], [-6.3826, 1.6069, -1.5302], [-5.1346, 1.0975, -0.8123], [-4.3302, 0.1027, -1.8645], [-3.8268, -1.2887, -1.1003], [-2.6875, -2.0798, -2.0057], [-1.4465, -1.1945, -2.1124], [-0.3578, -1.8317, -1.2769], [0.7182, -0.7214, -0.6387], [1.5892, -1.5347, 0.2731], [1.3736, -1.1563, 1.6785], [1.8666, 0.0024, -1.9333], [1.8437, -1.0118, -3.1429], [3.3015, -0.0276, -1.3532], [1.3272, 1.6520, -2.6384], [-0.0837, 1.5636, -3.1494], [2.1658, 1.8654, -3.8774], [1.6100, 2.9489, -1.6793], [3.0238, 2.9449, -1.1463], [1.4777, 4.2370, -2.4376], [0.6372, 3.0808, -0.3684], [-0.8071, 2.8856, -0.6285], [1.1018, 2.2451, 0.7855], [0.7776, 4.5081, 0.1078], [-7.3758, -0.5920, 0.4714], [-7.1252, -0.9962, -1.1862], [-6.3412, 2.6473, -1.4625], [-4.4572, 2.0431, -0.5848], [-5.4044, 0.5668, 0.2131], [-3.3918, 0.6413, -2.3591], [-5.1003, -0.1877, -2.6979], [-4.7608, -2.0218, -1.0321], [-3.4796, -1.0915, 0.0066], [-3.1812, -2.2377, -3.0701], [-2.4810, -3.1397, -1.5545], [-1.1266, -1.3226, -3.1146], [0.2722, -2.6560, -1.8623], [-0.7887, -2.4043, -0.3245], [0.0583, 0.0590, -0.0686], [0.3277, -1.4738, 2.1089], [2.1777, -1.7627, 2.3145], [1.6232, -0.0249, 1.8462], [4.9557, -0.6943, 6.3639], [4.0151, 0.2296, 5.9210], [2.9082, -0.2403, 5.2325], [2.6901, -1.5460, 4.9621], [3.6215, -2.4191, 5.4032], [4.7581, -2.0462, 6.1025], [5.8356, -0.3637, 6.9081], [4.1405, 1.2901, 6.1078], [2.1443, 0.4410, 4.8692], [3.4242, -3.4620, 5.1712], [5.4722, -2.7911, 6.4346], [3.2730, -1.7498, -7.1421], [2.5972, -1.2751, -6.0230], [1.3391, -0.7226, -6.2021], [0.7303, -0.6141, -7.4033], [1.4117, -1.0819, -8.4716], [2.6713, -1.6538, -8.3926], [4.2604, -2.1906, -7.0408], [3.0392, -1.3343, -5.0348], [0.7702, -0.3411, -5.3592], [0.9017, -0.9811, -9.4256], [3.1715, -2.0149, -9.2841], [6.4985, 2.5831, 10.8983], [6.7978, 1.2284, 10.9977], [7.0241, 0.5195, 9.8288], [6.9674, 1.0671, 8.5950], [6.6729, 2.3837, 8.5302], [6.4347, 3.1762, 9.6416], [6.3162, 3.1718, 11.7927], [6.8539, 0.7364, 11.9621], [7.2643, -0.5394, 9.8541], [6.6312, 2.7994, 7.5273], [6.2044, 4.2297, 9.5305], [9.1557, -1.6750, -6.3331], [8.2151, -0.7512, -6.7761], [7.1082, -1.2211, -7.4646], [6.8901, -2.5267, -7.7350], [7.8215, -3.3999, -7.2939], [8.9581, -3.0270, -6.5946], [10.0356, -1.3444, -5.7890], [8.3405, 0.3093, -6.5893], [6.3443, -0.5398, -7.8279], [7.6242, -4.4427, -7.5259], [9.6722, -3.7719, -6.2625], [-12.0353, -1.0195, -1.7383], [-10.7442, -1.0569, -1.2223], [-10.2817, -2.2537, -0.6990], [-11.0141, -3.3883, -0.6568], [-12.2644, -3.3206, -1.1634], [-12.8135, -2.1722, -1.7108], [-12.4320, -0.0997, -2.1581], [-10.1130, -0.1756, -1.2279], [-9.2799, -2.3346, -0.2873], [-12.8332, -4.2450, -1.1157], [-13.8232, -2.1759, -2.1054], [-1.2846, 4.1771, 3.1628], [-0.9601, 2.8267, 3.0879], [-1.4994, 1.9692, 4.0334], [-2.3210, 2.3693, 5.0286], [-2.6166, 3.6864, 5.0767], [-2.1299, 4.6193, 4.1752], [-0.8821, 4.8792, 2.4385], [-0.3033, 2.4507, 2.3116], [-1.2787, 0.9059, 4.0153], [-3.2769, 3.9827, 5.8869], [-2.4023, 5.6651, 4.2606]],
  "e_lumo_ev": -0.9233,
  "orbital_gap_ev": 8.3,
  "multiplicity": 1,
  "homo_energy_ha": -0.3393,
  "smiles": "[H]/N=C(/N)NCCCCNC[C@@H](OC)S(=O)(=O)C(F)(F)C(F)(F)C(F)(F)F.c1ccncc1.c1ccncc1.c1ccncc1.c1ccncc1.c1ccncc1.c1ccncc1"
}


{
  "formula": "C5H13N2O",
  "method": "ωB97M-V/def2-TZVPD",
  "symbols": ["C", "C", "C", "N", "H", "H", "H", "H", "H", "H", "H", "H", "O", "C", "C", "N", "H", "H", "H", "H", "H"],
  "positions_angstrom": [[0.2384, 0.2134, -3.4418], [0.6823, -0.3223, -2.1214], [0.9641, 0.4023, -1.0514], [1.3446, -0.2142, 0.2342], [0.1488, 1.2914, -3.4513], [0.9458, -0.1081, -4.2065], [-0.6929, -0.3154, -3.6589], [0.7818, -1.4047, -2.0571], [0.8769, 1.4776, -0.9859], [0.4581, -0.5666, 0.7318], [2.0137, -0.9515, 0.0747], [1.7655, 0.5064, 0.8091], [0.2130, 1.7881, 1.9773], [-0.8501, 1.2334, 2.0932], [-1.0143, -0.1541, 2.6390], [-0.9836, -1.1062, 1.4770], [-1.7572, 1.7464, 1.7182], [-0.1757, -0.3749, 3.2982], [-1.9595, -0.2447, 3.1752], [-1.2247, -2.0155, 1.8628], [-1.7751, -0.8808, 0.8837]],
  "e_lumo_ev": -3.2475,
  "orbital_gap_ev": 10.8,
  "multiplicity": 1,
  "e_above_lowest_kcal_mol": 43.1,
  "homo_energy_ha": -0.5157,
  "total_charge": 1
}


{
  "formula": "C4H11NO",
  "method": "ωB97M-V/def2-TZVPD",
  "symbols": ["C", "C", "C", "N", "C", "H", "H", "H", "H", "H", "H", "H", "H", "H", "O", "H", "H"],
  "positions_angstrom": [[-0.8536, 1.4252, -0.0640], [-0.9058, 0.2790, 0.5640], [-2.2036, -0.0087, 1.3324], [0.2591, -0.5124, 0.6737], [0.0759, -1.9088, 1.2869], [-1.6227, 2.1882, 0.2442], [-0.0929, 1.8474, -0.6270], [-2.1146, 0.6238, 2.2436], [-2.1851, -1.0412, 1.8579], [-3.1856, 0.2262, 0.8692], [1.0314, -0.4027, 0.1049], [-0.8450, -1.9992, 1.9927], [0.8415, -1.9257, 1.9217], [-0.2124, -2.7580, 0.4892], [3.0424, 0.7721, -3.1652], [3.4571, 1.2229, -3.8746], [2.0979, 0.7084, -3.3317]],
  "e_lumo_ev": 0.8681,
  "orbital_gap_ev": 8.6,
  "multiplicity": 1,
  "e_above_lowest_kcal_mol": 72.6,
  "homo_energy_ha": -0.2825,
  "smiles": "C=C(C)NC.O"
}


{
  "formula": "C3H6N2OS",
  "method": "ωB97M-V/def2-TZVPD",
  "symbols": ["H", "N", "C", "N", "O", "C", "C", "S", "H", "H", "H", "H", "H"],
  "positions_angstrom": [[-3.1569, 0.0632, 0.1126], [-2.2739, -0.6013, 0.2926], [-1.1095, -0.3193, -0.1282], [-0.1985, -1.2021, 0.1363], [1.1296, -1.2700, -0.4627], [1.9473, -0.1934, -0.0098], [0.9954, 0.8505, 0.7113], [-0.4079, 1.2923, -0.3415], [-0.5190, -2.2865, 0.2771], [2.5083, 0.4052, -0.8187], [2.7469, -0.5179, 0.7960], [1.5111, 1.7839, 0.6344], [0.7070, 0.6333, 1.7228]],
  "e_lumo_ev": 0.6834,
  "orbital_gap_ev": 9.3,
  "multiplicity": 1,
  "e_above_lowest_kcal_mol": 109.1,
  "homo_energy_ha": -0.3166,
  "smiles": "[H]/N=C1/NOCCS1"
}